# 1
A structure of composition C31H43ClN8O6STi in a non-equilibrium geometry. Source: the Open Molecules 2025 dataset; level of theory: ωB97M-V/def2-TZVPD.

CARTESIAN COORDINATES (ANGSTROEM)
Ti -0.313 -0.716 -0.078
Cl -2.349 -7.785 1.810
S 7.910 -1.217 3.487
O 8.124 0.171 3.850
O 6.705 -1.811 4.041
O -2.072 -1.708 -0.030
O -2.614 -3.661 -2.340
O 9.073 -2.064 3.478
O -1.289 -0.732 -1.811
N 8.407 -0.978 0.782
N 0.506 -2.611 -0.531
N 1.542 -4.188 0.865
N -1.532 1.050 0.869
N 1.558 -0.115 0.197
N 0.085 -2.480 1.694
N 6.177 -0.820 1.504
N 0.790 2.853 -0.637
C 3.599 -0.284 -1.015
C -2.121 -1.551 -1.291
C -1.153 0.935 2.297
C 0.912 -3.295 -1.764
C -2.527 -6.570 0.586
C -0.117 3.242 0.421
C 0.267 3.192 -1.958
C 8.002 -0.740 -0.452
C -2.679 -4.602 -1.330
C 0.590 -2.797 3.049
C 2.267 -4.738 -0.288
C -3.085 -2.347 -2.151
C 2.088 3.487 -0.431
C -2.997 0.796 0.795
C -3.233 -4.382 -0.082
C 1.335 -4.728 -1.485
C 3.611 -0.304 1.381
C -3.154 -5.377 0.888
C -1.430 2.496 0.423
C 6.668 -0.519 -0.796
C 4.316 -0.379 0.178
C -2.048 -6.812 -0.695
C 2.229 -0.177 -0.969
C 2.249 -0.169 1.349
C 0.744 -3.161 0.629
C 0.732 -4.301 3.184
C -2.129 -5.838 -1.679
C -1.670 -6.098 -3.087
C 7.472 -1.012 1.746
C 5.793 -0.569 0.267
C 1.775 -4.774 2.195
H 1.821 -5.161 -2.358
H 4.094 -0.327 -1.976
H 0.383 3.154 1.387
H 1.065 3.110 -2.697
H 3.158 -4.130 -0.474
H -4.087 -2.304 -1.716
H -0.108 -2.374 3.769
H 4.165 -0.358 2.312
H 0.089 -3.252 -2.477
H -3.241 -0.172 1.221
H 2.031 4.581 -0.499
H 1.751 -2.743 -2.202
H -1.760 1.604 2.915
H -1.318 -0.087 2.636
H -0.391 4.305 0.316
H 2.597 -5.740 -0.026
H -0.108 1.200 2.442
H 1.678 -0.096 2.265
H -3.095 -1.896 -3.140
H -0.531 2.516 -2.268
H -0.906 -2.714 1.626
H -1.854 2.534 -0.580
H -3.585 -5.222 1.868
H 2.478 3.230 0.555
H -2.113 3.042 1.082
H -0.123 4.220 -2.005
H -0.231 -4.781 2.981
H -1.614 -7.776 -0.930
H -2.512 -6.052 -3.779
H 1.036 -4.575 4.194
H 1.554 -2.304 3.187
H 0.463 -5.333 -1.243
H 2.796 3.141 -1.179
H -3.729 -3.454 0.158
H 1.644 -0.117 -1.883
H -0.951 -5.352 -3.425
H 6.376 -0.313 -1.816
H 1.766 -5.857 2.086
H 2.774 -4.479 2.530
H -1.214 -7.083 -3.168
H -3.326 0.836 -0.242
H 8.770 -0.724 -1.218
H -3.524 1.570 1.357

The LUMO energy (spin up / spin down) is -0.1639 / -0.1564 hartree. The charge is +1. As for the spin multiplicity: 2. The energy relative to the best compared isomer or geometry (same formula, charge and spin) is 192.1 kJ/mol. The total energy is -103518.9855 eV.

=====

# 2
A cluster of 2 separate species, C2H5O2S in total. Source: the Open Molecules 2025 dataset; level of theory: ωB97M-V/def2-TZVPD.

CARTESIAN COORDINATES (ANGSTROEM)
S 1.043 -0.597 -0.420
O -1.923 -0.669 0.262
O -3.536 -0.218 -1.184
C -2.367 -0.243 -0.889
C 2.114 0.354 0.673
H 2.423 1.345 0.304
H 1.645 0.538 1.643
H 3.076 -0.142 0.872
H -0.898 -0.564 0.257
H -1.578 0.196 -1.517

The LUMO energy is 0.1524 hartree. The charge is -1. As for the spin multiplicity: 1. The energy relative to the best compared isomer or geometry (same formula, charge and spin) is 27.1 kJ/mol. The total energy is -17086.8588 eV.

=====

# 3
A structure of composition C46H39IN6O7RbSb in a non-equilibrium geometry. Source: the Open Molecules 2025 dataset; level of theory: ωB97M-V/def2-TZVPD.

CARTESIAN COORDINATES (ANGSTROEM)
I 0.198 -4.931 -2.282
Sb -2.793 0.139 -2.710
Rb 0.539 0.383 -0.206
O 3.068 1.521 -1.785
O 3.619 0.340 0.018
O 7.001 4.874 -2.178
O -3.057 1.200 -0.350
O 8.602 4.206 -0.662
O 0.388 -0.415 2.836
O -5.768 1.852 -0.611
N -0.790 1.470 3.451
N 0.018 -0.856 -3.048
N -0.502 2.093 2.305
N -0.691 2.375 -2.117
N -1.926 -1.628 -0.218
N 1.201 -3.184 -0.140
C -2.840 2.628 1.534
C 3.531 -4.529 0.476
C -0.459 -0.228 5.044
C 8.313 5.079 -1.726
C -3.393 -3.251 0.726
C 6.060 1.677 0.211
C -4.014 -2.105 -1.246
C -1.362 2.579 1.506
C 3.789 1.239 -0.814
C 5.302 3.156 -1.545
C -1.197 4.699 -2.140
C -1.169 -1.255 -5.058
C -2.499 4.426 -2.524
C -2.811 -1.406 -1.165
C -0.246 0.292 3.663
C -3.589 2.013 0.483
C -0.049 -1.834 -5.626
C 1.113 -1.898 -4.878
C 1.112 -1.386 -3.582
C -0.321 3.640 -1.939
C -1.227 -0.010 7.313
C -3.461 3.425 2.477
C -4.312 -3.050 -0.287
C -2.876 3.111 -2.683
C -1.934 2.112 -2.452
C 1.080 3.905 -1.488
C -4.965 2.372 0.421
C -1.093 -0.777 -3.754
C 1.995 -2.728 0.826
C 5.089 2.068 -0.696
C -4.812 3.728 2.396
C 6.511 3.797 -1.446
C 0.049 -1.486 5.363
C -5.554 3.212 1.345
C -1.112 0.501 6.036
C -0.068 -1.994 6.642
C -1.238 -2.740 1.845
C 7.283 2.330 0.314
C 1.557 -4.263 -0.784
C -6.066 0.499 -0.380
C -0.701 -1.255 7.629
C 3.176 -3.372 1.158
C -2.206 -2.519 0.728
C 2.354 -1.371 -2.763
C 7.481 3.393 -0.535
C 2.701 -4.994 -0.539
H 9.025 4.897 -2.557
H 3.797 -2.975 1.941
H -3.199 5.236 -2.687
H -5.153 -0.090 -0.265
H 1.645 -1.856 1.362
H -0.067 -2.228 -6.637
H 4.539 3.452 -2.245
H 0.544 -2.046 4.582
H 1.455 4.837 -1.914
H -0.864 5.716 -1.982
H 4.426 -5.081 0.734
H 5.834 0.831 0.840
H -3.589 -3.963 1.518
H -4.705 -1.880 -2.052
H 1.097 4.007 -0.400
H 8.045 2.024 1.013
H -5.248 -3.598 -0.308
H -6.681 0.376 0.525
H 2.011 -2.343 -5.286
H -3.892 2.845 -2.943
H -0.581 -3.581 1.626
H -5.277 4.365 3.138
H -1.512 1.470 5.779
H 2.648 -0.333 -2.603
H -6.603 3.463 1.230
H 0.335 -2.970 6.881
H -6.627 0.144 -1.245
H -0.623 -1.858 2.010
H -2.854 3.850 3.269
H -1.783 -2.966 2.761
H -0.929 3.134 0.674
H 1.730 3.077 -1.764
H -0.784 -1.638 8.640
H 2.178 -1.786 -1.776
H -1.734 0.566 8.077
H 2.935 -5.889 -1.098
H -2.093 -1.170 -5.612
H 8.426 6.126 -1.389
H 3.170 -1.907 -3.248

The LUMO energy is 0.1260 hartree. The charge is -2. As for the spin multiplicity: 1. The energy relative to the best compared isomer or geometry (same formula, charge and spin) is 109.4 kJ/mol. The total energy is -86902.2797 eV.

=====

# 4
A cluster of 2 separate species, C5H11N4 in total in a non-equilibrium geometry. Source: the Open Molecules 2025 dataset; level of theory: ωB97M-V/def2-TZVPD.

CARTESIAN COORDINATES (ANGSTROEM)
N 1.914 -1.811 -0.116
N 1.337 1.837 0.328
N -1.295 0.843 0.125
N -1.893 -1.300 0.207
C -3.055 -0.528 -0.053
C 1.828 0.615 -0.258
C -2.682 0.777 -0.168
C 1.580 -0.668 0.485
C -0.843 -0.440 0.275
H -3.114 1.718 -0.393
H 2.999 0.433 -0.406
H 1.199 2.429 -0.488
H -0.889 1.753 0.205
H 1.406 -0.591 1.603
H -1.709 -2.256 0.179
H 2.057 -1.858 -1.128
H -3.982 -1.110 -0.192
H 1.753 -2.747 0.144
H 1.417 0.619 -1.313
H 1.974 2.285 0.964

The LUMO energy is -0.1201 hartree. The charge is +1. As for the spin multiplicity: 1. The energy relative to the best compared isomer or geometry (same formula, charge and spin) is 246.1 kJ/mol. The total energy is -11315.2967 eV.

=====

# 5
The ion C5H10O2 with charge +1 in a non-equilibrium geometry. Source: the Open Molecules 2025 dataset; level of theory: ωB97M-V/def2-TZVPD.

CARTESIAN COORDINATES (ANGSTROEM)
O 0.471 2.751 1.550
O -0.363 -2.603 -0.266
C 0.687 -0.035 -0.176
C 0.701 1.471 -0.490
C -0.640 -0.427 0.408
C 1.243 2.202 0.721
C -1.263 -1.530 -0.358
H -0.426 -0.649 1.473
H 1.450 -0.565 0.600
H 0.880 -0.562 -1.130
H 1.246 1.854 -1.463
H -1.479 0.404 0.546
H -2.350 -1.745 -0.062
H 2.389 2.201 0.835
H -1.268 -1.371 -1.407
H -0.302 1.949 -0.683
H -0.978 -3.343 -0.097

The LUMO energy (spin up / spin down) is -0.2259 / -0.3531 hartree. The charge is +1. As for the spin multiplicity: 2. The energy relative to the best compared isomer or geometry (same formula, charge and spin) is 275.6 kJ/mol. The total energy is -9430.2444 eV.

=====

# 6
A structure of composition C22H52NbO3 in a non-equilibrium geometry. Source: the Open Molecules 2025 dataset; level of theory: ωB97M-V/def2-TZVPD.

CARTESIAN COORDINATES (ANGSTROEM)
Nb 4.869 1.172 -0.431
O 3.695 2.405 0.749
O 1.525 0.829 -4.575
O 1.456 0.277 -2.402
C 1.109 -4.283 -5.212
C -3.671 0.495 2.901
C -4.129 1.312 4.107
C -6.893 -0.003 4.749
C -4.461 0.490 5.353
C 3.585 0.814 -3.313
C -0.562 -2.540 -4.319
C 3.669 1.893 2.066
C -0.475 -1.611 -5.528
C 0.047 -5.317 -5.585
C 1.204 3.971 0.355
C 0.718 -3.338 -4.076
C 2.452 1.471 4.147
C -2.384 -0.286 3.150
C -0.964 3.016 1.087
C -0.296 -6.274 -4.447
C 0.466 3.375 1.546
C 1.134 2.120 2.110
C 2.451 2.340 2.879
C -5.537 -0.576 5.152
C 2.117 0.650 -3.526
C 3.869 1.983 -2.320
H -4.999 1.911 3.822
H -1.393 -1.031 -5.636
H -5.651 -1.133 6.086
H -1.603 3.893 1.054
H 0.656 4.850 0.008
H 6.278 2.355 -0.518
H 2.926 2.415 -1.991
H 0.592 -6.817 -4.116
H 4.566 2.159 2.629
H -3.344 2.030 4.365
H 4.067 0.969 -4.269
H -6.840 0.524 3.796
H 4.435 2.763 -2.820
H 0.613 -3.905 -3.147
H -7.258 0.697 5.504
H -7.634 -0.798 4.643
H 1.317 1.427 1.290
H 2.063 0.492 3.876
H -5.210 -1.302 4.404
H -1.569 0.384 3.430
H 3.650 0.801 2.037
H 5.801 0.539 1.034
H 5.883 0.064 -1.471
H 1.197 3.261 -0.466
H -3.553 0.010 5.726
H -0.919 2.584 0.089
H 0.412 -5.897 -6.437
H -1.417 -3.216 -4.429
H 1.542 -2.639 -3.906
H 3.964 -0.128 -2.915
H 0.523 0.444 -2.559
H -4.462 -0.192 2.584
H -3.512 1.179 2.064
H -4.784 1.174 6.145
H 2.217 4.271 0.582
H 3.700 -0.241 -0.146
H 2.028 -4.806 -4.927
H 0.353 -0.909 -5.406
H -0.328 -2.168 -6.456
H 3.473 1.306 4.486
H 0.422 1.677 2.805
H 1.849 1.906 4.937
H -0.862 -4.814 -5.926
H 2.575 3.385 3.161
H -1.037 -7.008 -4.766
H -1.382 2.241 1.724
H 1.362 -3.699 -6.101
H -0.708 -5.745 -3.587
H -2.076 -0.823 2.253
H -0.762 -1.941 -3.427
H -2.506 -1.022 3.947
H 0.350 4.134 2.320

The LUMO energy is 0.0891 hartree. The charge is -1. As for the spin multiplicity: 1. The total energy is -31347.3852 eV.

=====

# 7
A structure of composition C4H2HgLiO2 in a non-equilibrium geometry. Source: the Open Molecules 2025 dataset; level of theory: ωB97M-V/def2-TZVPD.

CARTESIAN COORDINATES (ANGSTROEM)
Hg -1.444 -2.785 1.292
O 1.720 0.616 -1.531
O 0.426 -0.886 -0.397
C -0.085 1.244 0.070
C -0.554 -0.895 0.543
C 0.704 0.406 -0.665
C -0.880 0.419 0.852
Li 1.778 -1.200 -1.791
H -0.044 2.321 0.067
H -1.621 0.759 1.561

The LUMO energy (spin up / spin down) is -0.0246 / -0.0437 hartree. The charge is 0. As for the spin multiplicity: 2. The energy relative to the best compared isomer or geometry (same formula, charge and spin) is 0.0 kJ/mol. The total energy is -12653.1910 eV.

=====

# 8
An isolated molecule of C3H5NO in a non-equilibrium geometry. Source: the Open Molecules 2025 dataset; level of theory: ωB97M-V/def2-TZVPD.

CARTESIAN COORDINATES (ANGSTROEM)
O -0.543 0.083 -0.835
N 2.422 0.714 0.649
C 1.647 0.059 0.094
C 0.582 -0.710 -0.594
C -1.218 0.531 0.333
H -1.303 1.621 0.298
H 0.959 -1.048 -1.564
H -2.221 0.092 0.364
H 0.352 -1.603 0.007
H -0.677 0.262 1.248

The LUMO energy is 0.0300 hartree. The charge is 0. Its SMILES is COCC#N. As for the spin multiplicity: 1. The energy relative to the best compared isomer or geometry (same formula, charge and spin) is 114.8 kJ/mol. The total energy is -6728.3828 eV.

=====

# 9
A structure of composition C29H39MnN4Si3 in a non-equilibrium geometry. Source: the Open Molecules 2025 dataset; level of theory: ωB97M-V/def2-TZVPD.

CARTESIAN COORDINATES (ANGSTROEM)
Mn 0.175 -0.059 -0.391
Si -1.526 2.106 -2.626
Si 1.566 -1.949 -1.085
Si 0.755 -0.955 1.832
N -1.316 -1.196 -1.177
N 1.667 1.198 -0.457
N -0.282 1.421 -1.608
N -1.586 0.360 0.848
C 3.798 -3.297 0.229
C -2.520 -0.615 0.771
C -1.999 3.932 -2.303
C 1.097 3.413 -1.212
C 2.269 -2.129 1.673
C 4.151 -3.307 2.600
C 3.918 0.681 0.414
C -3.664 0.246 2.692
C 3.253 2.958 -0.296
C -0.969 1.875 -4.442
C -3.377 -2.803 -2.158
C 0.725 -3.644 -1.546
C -3.160 1.151 -2.339
C -3.553 -0.713 1.703
C 0.790 2.036 -1.107
C 2.323 3.867 -0.799
C 2.893 1.632 -0.123
C 3.013 -2.535 2.770
C 4.543 -3.688 1.328
C -2.419 -1.434 -0.433
C -3.448 -2.261 -0.888
C -1.740 1.307 1.767
C -2.764 1.303 2.696
C -1.314 -1.641 -2.437
C -2.310 -2.434 -2.967
C 2.664 -2.513 0.389
C 2.660 -1.527 -2.625
C 1.393 0.487 2.974
C -0.527 -1.826 2.991
H -1.021 2.115 1.745
H -3.376 0.970 -1.291
H 0.368 4.077 -1.637
H -4.258 -1.526 1.660
H -1.222 -1.113 3.421
H 4.247 3.274 -0.029
H -0.476 -1.345 -3.050
H -1.104 -2.597 2.492
H 0.585 1.087 3.381
H 3.480 -0.269 0.693
H -2.251 -2.755 -3.994
H 0.425 -3.701 -2.587
H -1.372 4.633 -2.845
H 2.716 -2.238 3.764
H -2.845 2.103 3.414
H -4.149 -3.462 -2.527
H -0.545 2.791 -4.841
H 4.106 -3.591 -0.763
H -4.448 0.184 3.429
H -1.819 1.617 -5.065
H 3.446 -0.820 -2.383
H 4.430 1.110 1.273
H -4.304 -2.454 -0.262
H -3.186 0.195 -2.852
H -3.978 1.741 -2.732
H -0.223 1.093 -4.562
H 2.574 4.916 -0.875
H 1.447 -4.435 -1.371
H 4.737 -3.598 3.458
H 2.083 -1.108 -3.445
H 2.094 1.154 2.483
H 3.130 -2.434 -2.991
H 0.007 -2.293 3.810
H -0.144 -3.865 -0.933
H -1.969 4.197 -1.249
H 1.910 0.037 3.817
H 5.433 -4.284 1.192
H -3.017 4.097 -2.642
H 4.673 0.502 -0.351

The LUMO energy (spin up / spin down) is -0.1342 / -0.1409 hartree. The charge is +1. As for the spin multiplicity: 4. The energy relative to the best compared isomer or geometry (same formula, charge and spin) is 32.1 kJ/mol. The total energy is -91617.4201 eV.

=====

# 10
A structure of composition C22H27BrORu in a non-equilibrium geometry. Source: the Open Molecules 2025 dataset; level of theory: ωB97M-V/def2-TZVPD.

CARTESIAN COORDINATES (ANGSTROEM)
Ru 1.062 -0.160 -0.057
Br 1.197 -2.106 -1.312
O -0.869 0.157 -0.388
C -1.704 0.462 1.842
C 4.391 -4.447 -1.088
C -2.629 3.301 -1.825
C 2.633 1.063 -1.118
C -3.801 1.667 2.070
C -2.736 0.968 2.636
C -0.514 -0.251 2.426
C 1.323 2.111 0.492
C -2.810 1.441 -0.131
C -3.896 1.243 -2.381
C 4.199 -3.548 -3.207
C 2.988 -4.240 -2.913
C -1.777 0.650 0.439
C 3.108 -4.799 -1.600
C 5.064 -3.668 -2.079
C -0.898 -1.636 2.931
C 1.543 1.976 -0.915
C -3.808 1.935 0.697
C 3.103 0.636 0.185
C -2.706 1.797 -1.612
C 0.183 0.558 3.501
C 2.328 1.350 1.175
H 4.424 -3.040 -4.138
H -0.484 0.689 4.355
H -1.318 -2.223 2.106
H 0.994 2.500 -1.697
H -0.021 -2.147 3.335
H 4.790 -4.739 -0.123
H -4.564 2.579 0.244
H 0.468 1.543 3.124
H 3.905 -0.065 0.380
H -3.807 1.500 -3.440
H -1.653 -1.531 3.715
H -1.750 3.728 -1.333
H 2.473 1.305 2.249
H 3.024 0.733 -2.072
H -2.566 3.508 -2.896
H 0.233 -0.400 1.575
H -2.652 0.820 3.709
H 2.357 -5.394 -1.097
H -4.820 1.682 -1.985
H 6.065 -3.259 -1.997
H -1.782 1.338 -1.995
H 2.135 -4.342 -3.571
H -3.942 0.156 -2.271
H -3.530 3.785 -1.427
H 0.573 2.748 0.965
H 1.086 0.028 3.817
H -4.611 2.039 2.699

The LUMO energy (spin up / spin down) is -0.0096 / -0.0592 hartree. The charge is 0. As for the spin multiplicity: 5. The total energy is -97920.4559 eV.

=====

# 11
The ion C3H7N2O with charge +1 in a non-equilibrium geometry. Source: the Open Molecules 2025 dataset; level of theory: ωB97M-V/def2-TZVPD.

CARTESIAN COORDINATES (ANGSTROEM)
O -0.670 1.478 0.051
N 1.608 0.646 -0.392
N -1.840 0.766 -0.351
C -1.781 -0.512 -0.308
C -0.667 -1.260 0.325
C 0.367 0.777 0.482
H -2.705 -0.984 -0.512
H 1.583 -0.328 -0.539
H -0.642 -1.766 1.270
H 0.814 0.889 1.506
H 2.478 1.027 0.104
H 0.062 -1.886 -0.433
H 1.393 1.154 -1.202

The LUMO energy is -0.1647 hartree. The charge is +1. As for the spin multiplicity: 1. The energy relative to the best compared isomer or geometry (same formula, charge and spin) is 598.1 kJ/mol. The total energy is -8239.9398 eV.